Computed, not measured: the molecule C2H2N4O2 in a non-equilibrium geometry, with wB97M-V/def2-TZVPD.

Bonds (Å) are listed after each position.
CARTESIAN COORDINATES (ANGSTROEM)
1 C 0.220 -1.718 0.270  H4 1.065, N6 1.320, N7 1.376
2 C 0.102 0.865 -0.823  N5 1.419, N8 1.407, O10 1.179
3 H -0.564 2.306 0.814  O9 1.094
4 H 0.337 -2.747 0.516  C1 1.065
5 N -0.486 0.363 0.367  C2 1.419, N6 1.366, O9 1.367
6 N -0.517 -0.867 0.960  C1 1.320, N5 1.366
7 N 0.910 -1.409 -0.880  C1 1.376, N8 1.347
8 N 0.960 -0.136 -1.316  C2 1.407, N7 1.347
9 O -0.911 1.349 1.214  H3 1.094, N5 1.367
10 O -0.053 1.995 -1.123  C2 1.179

SMILES: O=c1nncnn1O
Energy relative to the best compared isomer or geometry (same formula, charge and spin) in eV: 5.718
Kohn-Sham gap in eV: 8.4
Highest occupied orbital energy in eV: -10.102

Atomic partial charges in e from the Mulliken method, atoms 1 to 4: C 0.0473; C 0.5499; H 0.4196; H 0.4314